Entry 1:
Entry from the Open Molecules 2025 dataset: a molecular structure, C24H64MgO10Zr in a non-equilibrium geometry (wB97M-V/def2-TZVPD).

Max |F| in eV Å⁻¹: 10.8
HOMO in eV: -13.25
Charge: +2
Electronic energy in eV: -53109.25852
Energy relative to the best compared isomer or geometry (same formula, charge and spin) in kJ/mol: 155.32

Last column: Löwdin charge in e.
Atoms and positions in Å:
1 Zr 1.591 -3.211 1.218  2.118
2 Mg 2.040 -1.437 -2.379  0.875
3 C 1.385 0.078 4.477  -0.027
4 C 2.389 -0.900 3.813  -0.508
5 C 3.264 -1.625 4.840  -0.047
6 O 1.779 -1.834 2.948  -0.330
7 H 1.908 0.799 5.105  0.095
8 H 0.747 -0.545 5.105  0.096
9 H 0.867 0.645 3.704  0.046
10 H 3.012 -0.213 3.239  0.121
11 H 4.081 -2.204 4.409  0.073
12 H 2.783 -2.208 5.625  0.093
13 H 3.862 -0.900 5.393  0.092
14 C 0.415 0.921 -5.055  -0.046
15 C 1.950 0.777 -4.864  -0.528
16 C 2.643 2.182 -4.782  -0.051
17 O 2.254 -0.074 -3.796  -0.328
18 H -0.160 -0.001 -4.966  0.051
19 H 0.125 1.405 -5.987  0.086
20 H 0.013 1.588 -4.293  0.034
21 H 2.334 0.396 -5.810  0.120
22 H 3.695 2.092 -5.053  0.068
23 H 2.685 2.583 -3.769  0.058
24 H 2.326 2.912 -5.528  0.080
25 C -2.549 -4.448 0.639  -0.048
26 C -1.807 -4.046 1.872  -0.525
27 C -1.674 -5.234 2.827  -0.040
28 O -0.545 -3.504 1.638  -0.324
29 H -2.703 -3.607 -0.036  0.052
30 H -3.529 -4.855 0.892  0.108
31 H -2.035 -5.150 -0.017  0.086
32 H -2.412 -3.298 2.384  0.153
33 H -1.049 -5.005 3.690  0.082
34 H -1.161 -6.082 2.373  0.082
35 H -2.630 -5.640 3.160  0.100
36 C -1.127 -0.769 -0.216  -0.029
37 C 0.387 -0.484 -0.447  -0.439
38 C 0.841 0.852 0.187  0.001
39 O 1.245 -1.642 -0.389  -0.413
40 H -1.778 -0.006 -0.643  0.072
41 H -1.474 -0.870 0.813  0.073
42 H -1.455 -1.696 -0.688  0.051
43 H 0.359 -0.259 -1.513  0.097
44 H 1.058 0.776 1.253  0.065
45 H 0.042 1.577 0.034  0.064
46 H 1.737 1.243 -0.294  0.081
47 C -1.998 1.134 2.952  -0.075
48 C -2.052 2.090 1.772  -0.324
49 O -3.207 2.868 2.006  -0.050
50 H -1.702 1.687 3.844  0.083
51 H -1.196 0.416 2.784  0.034
52 H -2.861 0.513 3.192  0.083
53 H -2.137 1.594 0.805  0.074
54 H -1.133 2.677 1.782  0.100
55 H -3.233 3.613 1.401  0.091
56 C -1.817 -2.139 -3.458  -0.059
57 C -0.711 -3.072 -3.068  -0.292
58 O 0.536 -2.512 -3.342  -0.097
59 H -2.802 -2.564 -3.262  0.095
60 H -1.878 -1.996 -4.537  0.092
61 H -1.752 -1.147 -3.011  0.072
62 H -0.891 -4.008 -3.596  0.136
63 H -0.789 -3.362 -2.020  0.097
64 H 0.712 -2.742 -4.257  0.134
65 C 1.580 3.988 3.406  -0.063
66 C 2.662 3.108 2.753  -0.328
67 O 3.507 3.911 1.941  -0.074
68 H 0.939 3.348 4.013  0.061
69 H 0.999 4.488 2.631  0.079
70 H 2.020 4.716 4.086  0.082
71 H 2.192 2.315 2.172  0.066
72 H 3.248 2.581 3.506  0.102
73 H 3.977 4.542 2.491  0.092
74 C -2.236 2.756 -2.559  -0.049
75 C -0.725 3.050 -2.292  -0.305
76 O -0.599 3.774 -1.059  -0.074
77 H -2.672 2.250 -1.698  0.046
78 H -2.315 2.059 -3.394  0.068
79 H -2.754 3.700 -2.728  0.084
80 H -0.255 3.592 -3.113  0.114
81 H -0.248 2.070 -2.280  0.068
82 H 0.350 3.812 -0.916  0.077
83 C -5.140 -0.085 -0.730  -0.063
84 C -4.927 -1.205 0.278  -0.333
85 O -6.081 -1.493 1.061  -0.064
86 H -5.605 -0.562 -1.592  0.078
87 H -4.160 0.296 -1.014  0.043
88 H -5.788 0.704 -0.347  0.091
89 H -4.123 -1.017 0.989  0.094
90 H -4.657 -2.111 -0.266  0.089
91 H -6.796 -1.739 0.469  0.087
92 C 4.714 1.081 -0.075  -0.059
93 C 4.375 0.572 -1.446  -0.236
94 O 3.746 -0.732 -1.340  -0.143
95 H 5.459 0.429 0.383  0.083
96 H 3.913 1.130 0.661  0.059
97 H 5.161 2.069 -0.180  0.103
98 H 5.279 0.455 -2.042  0.136
99 H 3.741 1.264 -2.000  0.108
100 H 4.406 -1.247 -0.870  0.101

---

Entry 2:
Entry from the Open Molecules 2025 dataset: C6H13N in the gas phase in a non-equilibrium geometry (wB97M-V/def2-TZVPD).

Max |F| in eV Å⁻¹: 4.7
HOMO in eV: -7.05
SMILES: CCC/C=C(/C)N
Electronic energy in eV: -7919.42432
Energy relative to the best compared isomer or geometry (same formula, charge and spin) in kJ/mol: 328.90

Last column: Löwdin charge in e.
Atoms and positions in Å:
1 C -1.094 0.759 -3.072  -0.126
2 C -0.172 0.615 -1.845  -0.275
3 C -0.941 0.179 -0.533  -0.183
4 C 0.167 0.170 0.540  -0.098
5 C 0.532 -0.700 1.538  -0.379
6 C 0.386 -0.238 3.004  -0.064
7 N 1.448 -1.756 1.356  0.050
8 H -2.063 1.207 -2.855  0.063
9 H -0.721 1.503 -3.771  0.053
10 H -1.177 -0.219 -3.609  0.080
11 H 0.727 0.035 -1.974  0.093
12 H 0.315 1.611 -1.689  0.103
13 H -1.348 -0.824 -0.702  0.107
14 H -1.736 0.856 -0.285  0.097
15 H 0.594 1.190 0.579  0.103
16 H -0.114 0.728 3.095  0.070
17 H 1.407 -0.279 3.447  0.069
18 H -0.173 -1.012 3.538  0.075
19 H 2.359 -1.320 1.223  0.090
20 H 1.605 -2.506 2.014  0.071